The molecule C13H18N2O2S. Source: the OMol25 dataset; level of theory: the ωB97M-V functional and the def2-TZVPD basis.

## Properties
HOMO-LUMO gap = 8.386 eV
Lowest unoccupied orbital energy = 0.6 eV
HOMO level = -7.76 eV
E_tot = -1164.32621 hartree
Relative energy (zero: lowest compared OMol25 entry of this formula, charge and spin) = 34.7 kcal per mole

CARTESIAN COORDINATES (ANGSTROEM)
S (2.024, 1.604, 1.950)
O (-4.061, -0.066, 2.901)
O (0.265, 1.005, -2.266)
C (1.923, 0.934, 0.455)
C (-1.655, -0.491, 2.566)
C (-2.895, 0.747, 0.989)
C (-0.483, -0.415, 1.803)
C (-1.722, 0.900, 0.243)
C (-2.883, 0.042, 2.178)
C (-0.453, 0.362, 0.652)
N (3.162, 0.873, -0.192)
N (0.725, 0.455, -0.118)
C (-3.943, -0.459, 4.275)
C (-0.220, -1.229, -1.707)
C (2.343, -0.624, -3.530)
C (3.218, 0.656, -1.649)
C (0.743, -0.055, -1.518)
C (2.169, -0.445, -2.017)
H (0.816, 1.780, -2.064)
H (-1.581, -1.048, 3.505)
H (-3.774, 1.197, 0.571)
H (0.433, -0.947, 2.115)
H (-1.741, 1.514, -0.671)
H (3.889, 1.503, 0.183)
H (-4.964, -0.494, 4.705)
H (-3.464, -1.414, 4.370)
H (-3.359, 0.273, 4.886)
H (-0.193, -1.689, -2.728)
H (-0.018, -2.062, -1.005)
H (-1.231, -0.876, -1.595)
H (3.343, -1.027, -3.703)
H (1.621, -1.336, -3.864)
H (2.256, 0.320, -4.098)
H (3.024, 1.598, -2.187)
H (4.256, 0.298, -1.926)
H (2.431, -1.382, -1.509)